Record 1
Density functional theory data (ωB97M-V/def2-TZVPD) for C33H44Br2InO3 as an isolated structure.

Calculated values
Orbital gap = 2.1 eV
Net charge = +3
Spin multiplicity = 1
DFT total energy = -186288.9254 eV
Strongest force on any atom = 5.8 eV/A
HOMO energy = -15.89 eV

Last column: Löwdin charge in e.
Cartesian coordinates (Å):
1 C -4.941 7.462 2.467  -0.127
2 C -5.748 6.059 2.256  -0.235
3 C -4.882 5.194 1.194  -0.225
4 C -5.047 3.588 1.385  -0.189
5 C -3.640 2.857 1.770  -0.170
6 C -3.593 1.407 1.054  -0.152
7 C -2.431 0.449 1.582  -0.020
8 C -2.632 -0.517 2.834  0.210
9 C -1.481 -1.482 3.378  -0.035
10 C -1.913 -2.365 4.655  -0.098
11 C -2.419 -3.791 4.039  -0.183
12 O -3.381 -3.540 2.963  -0.097
13 C -0.040 -1.522 2.732  -0.067
14 C 1.039 -2.512 3.398  -0.616
15 Br 2.265 -3.438 2.145  0.836
16 C 1.800 -1.905 4.739  -0.188
17 C 2.985 -0.886 4.417  -0.082
18 C 0.156 -0.524 1.514  -0.043
19 C -1.012 0.411 0.948  0.040
20 C -0.667 1.336 -0.340  -0.237
21 O -1.080 2.505 -0.492  0.120
22 C 0.315 0.605 -1.406  0.009
23 C 0.110 0.759 -2.924  0.087
24 C 1.094 -0.040 -3.883  0.157
25 C 2.265 -0.969 -3.346  0.015
26 C 3.202 -1.764 -4.405  -0.282
27 C 3.032 -3.388 -4.266  -0.061
28 C 2.873 -1.400 -5.935  -0.196
29 C 1.523 -2.052 -6.517  -0.263
30 C 0.667 -1.080 -7.482  -0.119
31 C 2.500 -1.106 -1.788  0.026
32 C 3.695 -1.990 -1.198  -0.204
33 C 5.164 -1.394 -1.458  -0.663
34 C 5.394 0.109 -0.941  -0.147
35 Br 6.458 -2.547 -0.424  0.687
36 C 1.495 -0.326 -0.847  0.082
37 C 1.562 -0.394 0.751  -0.342
38 O 2.765 -0.288 1.271  -0.157
39 H -4.299 7.458 3.418  0.077
40 H -4.211 7.578 1.573  0.071
41 H -5.629 8.379 2.435  0.081
42 H -6.821 6.260 1.882  0.120
43 H -5.733 5.462 3.243  0.103
44 H -3.768 5.426 1.318  0.091
45 H -5.162 5.544 0.126  0.126
46 H -5.850 3.431 2.205  0.120
47 H -5.458 3.198 0.377  0.118
48 H -3.530 2.751 2.914  0.124
49 H -2.800 3.497 1.332  0.101
50 H -4.584 0.842 1.168  0.142
51 H -3.372 1.607 -0.060  0.128
52 H -3.651 -0.505 3.365  0.160
53 H -0.959 -2.521 5.292  0.115
54 H -2.735 -1.885 5.287  0.142
55 H -1.487 -4.233 3.509  0.124
56 H -2.852 -4.488 4.834  0.149
57 H -3.326 -4.250 2.285  0.116
58 H 0.409 -3.377 3.849  0.090
59 H 2.291 -2.830 5.237  0.159
60 H 1.003 -1.520 5.461  0.131
61 H 3.729 -1.238 3.624  0.106
62 H 3.504 -0.509 5.382  0.153
63 H 2.471 0.074 3.976  -0.106
64 H -0.735 1.396 -3.369  0.143
65 H 0.865 0.084 -5.008  0.118
66 H 4.319 -1.563 -4.244  0.132
67 H 3.883 -3.835 -3.619  0.086
68 H 3.088 -3.928 -5.269  0.101
69 H 2.045 -3.560 -3.697  0.095
70 H 2.761 -0.248 -6.009  0.107
71 H 3.776 -1.660 -6.609  0.145
72 H 0.849 -2.507 -5.699  0.109
73 H 1.844 -2.951 -7.175  0.121
74 H 1.223 -0.098 -7.665  0.079
75 H -0.347 -0.904 -6.947  0.078
76 H 0.422 -1.559 -8.503  0.096
77 H 3.611 -2.196 -0.070  0.047
78 H 3.678 -3.037 -1.694  0.117
79 H 5.523 -1.442 -2.539  0.089
80 H 4.762 0.414 -0.039  0.059
81 H 5.322 0.897 -1.787  0.102
82 H 6.495 0.165 -0.586  0.076
83 In 1.984 0.859 2.654  1.291



Record 2
Density functional theory data (ωB97M-V/def2-TZVPD) for a 3-piece molecular cluster, C11H15BF16O5P overall.

Calculated values
Orbital gap = 7.2 eV
Net charge = -1
Spin multiplicity = 1
DFT total energy = -75336.8896 eV
Strongest force on any atom = 0.8 eV/A
HOMO energy = -5.26 eV

Last column: natural (NBO) charge in e.
Cartesian coordinates (Å):
1 B -7.144 3.931 -2.832  -0.400
2 C -5.582 3.301 -2.873  -1.079
3 P -4.350 4.240 -2.060  2.366
4 O -2.960 3.685 -2.137  -1.196
5 O -4.753 4.460 -0.513  -0.980
6 O -4.412 5.752 -2.613  -0.981
7 H -7.489 4.237 -3.969  -0.067
8 H -7.223 4.893 -2.076  -0.054
9 H -7.900 3.063 -2.396  -0.062
10 H -5.243 3.265 -3.918  0.233
11 H -5.529 2.272 -2.506  0.241
12 H -4.122 3.939 -0.011  0.492
13 H -4.043 5.759 -3.500  0.492
14 C -0.480 1.397 -2.016  -0.146
15 C -1.194 0.206 -1.367  0.597
16 C -1.438 0.271 0.143  0.517
17 F -0.272 0.323 0.825  -0.332
18 F -2.089 -0.852 0.529  -0.327
19 F -0.557 -0.952 -1.677  -0.325
20 F -2.433 0.149 -1.920  -0.314
21 O 0.914 1.247 -2.274  -0.511
22 C 1.863 1.556 -1.357  0.853
23 C 2.697 0.326 -0.973  0.503
24 F 1.911 -0.635 -0.446  -0.326
25 F 3.610 0.676 -0.031  -0.334
26 F 1.368 2.160 -0.265  -0.313
27 F 2.736 2.423 -1.934  -0.330
28 H -0.925 1.479 -3.006  0.244
29 H -0.714 2.333 -1.510  0.244
30 H -2.049 1.141 0.392  0.152
31 H 3.214 -0.071 -1.848  0.148
32 C 2.301 -3.376 2.234  -0.138
33 C 2.660 -2.414 3.374  0.596
34 C 3.894 -1.529 3.185  0.515
35 F 5.013 -2.275 3.068  -0.326
36 F 4.034 -0.737 4.273  -0.322
37 F 2.748 -3.088 4.542  -0.314
38 F 1.614 -1.546 3.476  -0.323
39 O 2.697 -4.730 2.374  -0.509
40 C 3.915 -5.183 1.964  0.851
41 C 4.735 -5.754 3.131  0.504
42 F 4.944 -4.815 4.071  -0.317
43 F 5.936 -6.163 2.661  -0.325
44 F 4.610 -4.257 1.283  -0.316
45 F 3.699 -6.223 1.119  -0.328
46 H 1.213 -3.421 2.243  0.235
47 H 2.586 -2.966 1.265  0.216
48 H 3.780 -0.897 2.300  0.153
49 H 4.208 -6.601 3.573  0.147



Record 3
Density functional theory data (ωB97M-V/def2-TZVPD) for C8H15N in the gas phase.

Calculated values
Orbital gap = 8.6 eV
Net charge = 0
Spin multiplicity = 1
DFT total energy = -10026.4744 eV
Strongest force on any atom = 1.4 eV/A
Energy above the lowest of the compared OMol25 structures with the same formula, charge and spin = 279.89 kJ/mol
HOMO energy = -7.80 eV

Last column: natural (NBO) charge in e.
Cartesian coordinates (Å):
1 C -1.746 1.710 0.647  -0.443
2 N -0.774 1.843 -0.404  -0.516
3 C -0.259 0.897 -1.071  0.131
4 C -0.402 -0.548 -0.889  -0.104
5 C -1.740 -1.161 -0.496  -0.619
6 C 0.754 -1.488 -0.936  -0.425
7 C 1.040 -0.400 0.029  0.067
8 C 0.788 -0.406 1.504  -0.627
9 C 2.275 0.448 -0.294  -0.611
10 H -1.734 0.764 1.195  0.165
11 H -1.558 2.525 1.350  0.199
12 H -2.747 1.861 0.234  0.195
13 H 0.447 1.220 -1.829  0.181
14 H -2.545 -0.453 -0.673  0.228
15 H -1.907 -2.026 -1.140  0.219
16 H -1.800 -1.507 0.537  0.209
17 H 0.507 -2.469 -0.542  0.228
18 H 1.399 -1.541 -1.805  0.218
19 H -0.079 -1.004 1.771  0.211
20 H 0.624 0.620 1.834  0.223
21 H 1.649 -0.798 2.050  0.214
22 H 2.510 0.464 -1.355  0.213
23 H 3.114 -0.020 0.225  0.219
24 H 2.184 1.472 0.061  0.225



Record 4
Density functional theory data (ωB97M-V/def2-TZVPD) for a 3-piece molecular cluster, C4H13NO2 overall.

Calculated values
Orbital gap = 8.7 eV
Net charge = 0
Spin multiplicity = 1
DFT total energy = -9942.9917 eV
Strongest force on any atom = 2.6 eV/A
Energy above the lowest of the compared OMol25 structures with the same formula, charge and spin = 116.26 kJ/mol
HOMO energy = -8.15 eV

Last column: natural (NBO) charge in e.
Cartesian coordinates (Å):
1 C -1.417 -1.859 0.250  -0.667
2 C -0.157 -1.215 -0.186  -0.292
3 C 0.008 0.115 -0.183  0.190
4 C 1.334 0.738 -0.440  -0.640
5 N -0.999 0.984 0.274  -0.809
6 H -2.337 -1.675 -0.369  0.212
7 H -1.410 -2.947 0.248  0.226
8 H -1.909 -1.491 1.162  0.205
9 H 0.569 -1.912 -0.574  0.203
10 H 1.484 1.315 -1.358  0.203
11 H 2.140 0.004 -0.388  0.226
12 H 1.523 1.492 0.325  0.207
13 H -1.720 0.438 0.712  0.370
14 H -0.776 1.742 0.890  0.363
15 O -0.186 1.530 3.346  -0.924
16 H 0.627 1.951 3.094  0.468
17 H -0.875 2.066 2.988  0.460
18 O 1.302 -0.284 -3.598  -0.942
19 H 1.625 0.212 -2.856  0.469
20 H 1.174 -1.202 -3.337  0.473